1.
Density functional theory data (ωB97M-V with the def2-TZVPD basis set) for a single H2P4S3 molecule in a non-equilibrium geometry.

Last columns: bonded neighbours and bond lengths (Å).
CARTESIAN COORDINATES (ANGSTROEM)
1 P -1.061 -1.394 1.114  P3 2.389, S5 2.064, H8 1.371
2 P 1.786 -0.498 -0.722  P3 2.216, S6 2.132, H9 1.365
3 P -0.282 -1.180 -1.134  P1 2.389, P2 2.216, S7 2.153
4 P -0.355 2.290 -0.872  S6 2.174, S7 2.112
5 S -0.130 0.085 2.212  P1 2.064
6 S 1.686 1.623 -0.535  P2 2.132, P4 2.174
7 S -1.330 0.612 -1.705  P3 2.153, P4 2.112
8 H -2.325 -0.871 1.029  P1 1.371
9 H 2.012 -0.666 0.613  P2 1.365

The net charge is 0. For the relative energy (zero: lowest compared OMol25 entry of this formula, charge and spin), the calculation gives 218.3 kJ/mol. Its largest force on an atom is 2.3 eV Å⁻¹. The HOMO-LUMO gap (alpha / beta) comes out at 5.415 / 6.915 eV. The total energy is -2561.15985 a.u.

=====

2.
Density functional theory data (ωB97M-V with the def2-TZVPD basis set) for 16 unconnected molecules or ions with the total composition H30IO15.

Last columns: bonded neighbours and bond lengths (Å).
CARTESIAN COORDINATES (ANGSTROEM)
1 I 11.663 -20.234 -12.204  no bonds
2 O 7.365 -20.487 -15.104  H3 0.957, H4 0.957
3 H 7.115 -19.618 -14.790  O2 0.957
4 H 8.307 -20.425 -15.258  O2 0.957
5 O 14.048 -22.687 -9.717  H6 0.957, H7 0.957
6 H 13.324 -23.259 -9.463  O5 0.957
7 H 13.628 -21.862 -9.961  O5 0.957
8 O 8.459 -23.077 -12.632  H9 0.957, H10 0.957
9 H 9.111 -22.426 -12.373  O8 0.957
10 H 8.734 -23.359 -13.504  O8 0.957
11 O 6.950 -20.364 -11.422  H12 0.957, H13 0.957
12 H 6.650 -21.222 -11.721  O11 0.957
13 H 6.753 -20.353 -10.485  O11 0.957
14 O 15.428 -16.957 -13.242  H15 0.957, H16 0.957
15 H 15.649 -17.309 -14.104  O14 0.957
16 H 14.474 -16.879 -13.252  O14 0.957
17 O 10.364 -20.806 -15.653  H18 0.957, H19 0.957
18 H 10.524 -21.750 -15.621  O17 0.957
19 H 10.799 -20.462 -14.872  O17 0.957
20 O 13.096 -16.837 -11.650  H21 0.957, H22 0.957
21 H 13.167 -16.789 -10.697  O20 0.957
22 H 12.594 -17.635 -11.814  O20 0.957
23 O 12.241 -17.808 -15.198  H24 0.957, H25 0.957
24 H 12.233 -18.521 -14.559  O23 0.957
25 H 12.162 -17.013 -14.671  O23 0.957
26 O 13.512 -24.430 -13.109  H27 0.957, H28 0.957
27 H 12.652 -24.393 -13.526  O26 0.957
28 H 13.956 -23.635 -13.403  O26 0.957
29 O 8.617 -18.168 -11.377  H30 0.957, H31 0.957
30 H 7.893 -18.772 -11.539  O29 0.957
31 H 9.385 -18.732 -11.289  O29 0.957
32 O 14.359 -21.807 -14.138  H33 0.957, H34 0.957
33 H 13.661 -21.231 -13.828  O32 0.957
34 H 15.162 -21.423 -13.785  O32 0.957
35 O 9.514 -19.976 -9.025  H36 0.957, H37 0.957
36 H 10.146 -20.382 -9.618  O35 0.957
37 H 8.792 -20.603 -8.976  O35 0.957
38 O 7.509 -16.318 -13.301  H39 0.957, H40 0.957
39 H 8.224 -16.011 -13.857  O38 0.957
40 H 7.846 -17.117 -12.895  O38 0.957
41 O 9.646 -16.282 -9.704  H42 0.957, H43 0.957
42 H 9.003 -16.904 -10.046  O41 0.957
43 H 9.314 -16.049 -8.837  O41 0.957
44 O 12.501 -16.438 -8.722  H45 0.957, H46 0.957
45 H 11.630 -16.385 -9.116  O44 0.957
46 H 12.425 -17.130 -8.065  O44 0.957

The net charge is -1. For the relative energy (zero: lowest compared OMol25 entry of this formula, charge and spin), the calculation gives 13.9 kJ/mol. Its largest force on an atom is 1.0 eV Å⁻¹. The HOMO-LUMO gap comes out at 8.339 eV. The total energy is -1444.44347 a.u.

=====

3.
Density functional theory data (ωB97M-V with the def2-TZVPD basis set) for 15 unconnected molecules or ions with the total composition H30NO17S in a non-equilibrium geometry.

Last columns: bonded neighbours and bond lengths (Å).
CARTESIAN COORDINATES (ANGSTROEM)
1 N -37.058 30.626 -11.609  H2 1.090, H3 0.935, H4 0.879, H5 1.096
2 H -37.048 29.658 -11.108  N1 1.090
3 H -36.310 30.854 -12.122  N1 0.935
4 H -37.147 31.181 -10.934  N1 0.879
5 H -38.025 30.694 -12.119  N1 1.096
6 S -37.544 33.355 -8.283  O7 1.433, O8 1.413, O9 1.447, O10 1.468
7 O -36.843 32.106 -8.333  S6 1.433
8 O -38.786 33.078 -7.668  S6 1.413
9 O -36.825 34.306 -7.464  S6 1.447
10 O -37.696 33.936 -9.621  S6 1.468
11 O -37.773 29.831 -7.737  H12 1.050, H13 0.973
12 H -36.875 29.391 -7.416  O11 1.050
13 H -37.329 30.668 -7.956  O11 0.973
14 O -39.238 31.729 -5.586  H15 0.927, H16 0.872
15 H -38.314 31.661 -5.579  O14 0.927
16 H -39.185 32.235 -6.294  O14 0.872
17 O -37.536 36.448 -10.559  H18 0.953, H19 0.892
18 H -37.710 35.525 -10.394  O17 0.953
19 H -37.722 36.843 -9.781  O17 0.892
20 O -34.883 31.563 -6.448  H21 0.974, H22 1.036
21 H -34.129 32.177 -6.412  O20 0.974
22 H -35.341 32.022 -7.257  O20 1.036
23 O -36.014 33.488 -11.625  H24 0.880, H25 0.979
24 H -36.553 33.643 -10.947  O23 0.880
25 H -35.060 33.678 -11.507  O23 0.979
26 O -35.074 30.636 -9.530  H27 1.010, H28 0.874
27 H -34.901 29.724 -9.131  O26 1.010
28 H -35.655 31.197 -9.194  O26 0.874
29 O -39.237 33.269 -11.658  H30 0.895, H31 0.977
30 H -38.703 33.595 -11.019  O29 0.895
31 H -39.096 33.641 -12.551  O29 0.977
32 O -38.926 36.575 -5.868  H33 1.105, H34 0.949
33 H -39.662 35.988 -6.446  O32 1.105
34 H -38.083 36.507 -6.298  O32 0.949
35 O -40.719 31.351 -8.584  H36 1.095, H37 1.012
36 H -39.969 32.083 -8.267  O35 1.095
37 H -41.270 31.897 -9.234  O35 1.012
38 O -36.511 36.782 -7.529  H39 0.946, H40 0.997
39 H -35.695 37.147 -7.219  O38 0.946
40 H -36.467 35.801 -7.358  O38 0.997
41 O -36.910 34.231 -4.878  H42 1.008, H43 0.931
42 H -37.213 33.367 -4.456  O41 1.008
43 H -36.997 34.372 -5.794  O41 0.931
44 O -33.892 34.620 -8.376  H45 1.029, H46 0.927
45 H -34.676 34.003 -8.126  O44 1.029
46 H -33.956 34.708 -9.296  O44 0.927
47 O -40.696 34.990 -7.228  H48 1.003, H49 1.073
48 H -41.541 34.605 -6.847  O47 1.003
49 H -40.006 34.335 -7.723  O47 1.073

The net charge is -1. For the relative energy (zero: lowest compared OMol25 entry of this formula, charge and spin), the calculation gives 5.8 kJ/mol. Its largest force on an atom is 11.4 eV Å⁻¹. The HOMO-LUMO gap comes out at 7.270 eV. The total energy is -1749.96766 a.u.

=====

4.
Density functional theory data (ωB97M-V with the def2-TZVPD basis set) for 15 unconnected molecules or ions with the total composition H30O15 in a non-equilibrium geometry.

Last columns: bonded neighbours and bond lengths (Å).
CARTESIAN COORDINATES (ANGSTROEM)
1 H 1.722 0.266 -0.349  O31 0.993
2 H 0.145 0.374 -0.375  O31 0.949
3 H -3.469 -3.033 -0.927  O32 0.973
4 H -1.998 -3.115 -1.061  O32 0.944
5 H 3.792 -2.225 2.793  O33 0.917
6 H 2.426 -1.584 2.605  O33 0.971
7 H -3.803 1.497 1.098  O34 0.908
8 H -3.805 1.925 2.475  O34 1.007
9 H 1.484 2.465 -0.648  O35 0.920
10 H 0.204 3.100 -0.079  O35 0.984
11 H -0.922 -0.310 -1.630  O36 1.028
12 H -2.225 -0.825 -1.153  O36 0.934
13 H 6.546 -1.190 -1.557  O37 0.928
14 H 5.190 -0.736 -1.191  O37 0.985
15 H 0.051 1.887 -2.646  O38 1.035
16 H -0.147 3.110 -3.415  O38 0.961
17 H -1.095 -2.663 -2.778  O39 1.030
18 H 0.170 -2.704 -1.966  O39 0.955
19 H -3.598 -2.200 0.944  O40 0.925
20 H -2.750 -1.001 0.530  O40 0.966
21 H 2.175 5.558 1.725  O41 1.014
22 H 1.453 4.336 1.183  O41 0.895
23 H -3.807 1.683 -0.863  O42 0.975
24 H -2.647 0.788 -1.259  O42 0.990
25 H -0.421 2.718 1.701  O43 0.964
26 H -0.771 1.216 1.960  O43 0.982
27 H -0.685 -1.796 2.093  O44 0.988
28 H 0.055 -2.416 3.183  O44 0.897
29 H 2.917 -1.970 0.088  O45 0.951
30 H 3.820 -3.026 -0.565  O45 0.912
31 O 0.896 0.307 0.201  H1 0.993, H2 0.949
32 O -2.708 -3.557 -0.622  H3 0.973, H4 0.944
33 O 3.064 -1.916 3.257  H5 0.917, H6 0.971
34 O -3.772 1.091 1.911  H7 0.908, H8 1.007
35 O 0.693 2.863 -0.899  H9 0.920, H10 0.984
36 O -1.357 -0.759 -0.814  H11 1.028, H12 0.934
37 O 5.810 -0.789 -1.954  H13 0.928, H14 0.985
38 O -0.250 2.865 -2.491  H15 1.035, H16 0.961
39 O -0.487 -2.056 -2.210  H17 1.030, H18 0.955
40 O -3.187 -1.803 0.216  H19 0.925, H20 0.966
41 O 1.930 5.036 0.892  H21 1.014, H22 0.895
42 O -3.509 1.128 -1.607  H23 0.975, H24 0.990
43 O -0.359 2.014 2.357  H25 0.964, H26 0.982
44 O 0.227 -1.936 2.446  H27 0.988, H28 0.897
45 O 3.004 -2.621 -0.599  H29 0.951, H30 0.912

The net charge is 0. For the relative energy (zero: lowest compared OMol25 entry of this formula, charge and spin), the calculation gives 938.6 kJ/mol. Its largest force on an atom is 7.6 eV Å⁻¹. The HOMO-LUMO gap comes out at 9.098 eV. The total energy is -1146.28259 a.u.

=====

5.
Density functional theory data (ωB97M-V with the def2-TZVPD basis set) for 15 unconnected molecules or ions with the total composition H30O15 in a non-equilibrium geometry.

Last columns: bonded neighbours and bond lengths (Å).
CARTESIAN COORDINATES (ANGSTROEM)
1 O 3.163 -0.946 1.275  H2 0.962, H3 0.978
2 H 3.673 -1.298 2.011  O1 0.962
3 H 3.198 -1.669 0.618  O1 0.978
4 O -1.185 0.107 1.532  H5 0.960, H6 0.969
5 H -0.688 0.565 2.213  O4 0.960
6 H -0.542 -0.555 1.236  O4 0.969
7 O 1.312 0.040 -0.481  H8 0.980, H9 0.962
8 H 0.985 -0.867 -0.659  O7 0.980
9 H 1.426 -0.007 0.474  O7 0.962
10 O -2.596 -3.216 -0.254  H11 1.051, H12 0.961
11 H -2.677 -2.810 0.712  O10 1.051
12 H -3.551 -3.219 -0.358  O10 0.961
13 O -4.053 -0.733 0.511  H14 0.958, H15 0.979
14 H -3.207 -0.335 0.302  O13 0.958
15 H -4.388 -0.722 -0.410  O13 0.979
16 O -0.466 -1.766 -1.401  H17 0.962, H18 0.960
17 H -0.401 -2.721 -1.507  O16 0.962
18 H -1.049 -1.502 -0.686  O16 0.960
19 O 3.437 1.426 2.997  H20 0.939, H21 0.972
20 H 3.670 0.615 2.585  O19 0.939
21 H 3.861 2.173 2.541  O19 0.972
22 O 2.548 2.050 -3.780  H23 0.957, H24 0.992
23 H 2.523 1.115 -3.984  O22 0.957
24 H 3.102 2.183 -2.968  O22 0.992
25 O 0.547 0.395 -3.982  H26 0.957, H27 0.960
26 H 0.227 -0.306 -3.415  O25 0.957
27 H 0.319 1.284 -3.704  O25 0.960
28 O 0.291 2.325 2.688  H29 0.968, H30 0.960
29 H 0.540 2.373 3.621  O28 0.968
30 H 1.089 2.766 2.388  O28 0.960
31 O -2.389 -2.186 2.086  H32 1.008, H33 0.955
32 H -1.812 -1.360 2.061  O31 1.008
33 H -2.448 -2.397 3.015  O31 0.955
34 O -0.296 -4.331 -0.325  H35 1.000, H36 0.954
35 H -1.274 -4.405 -0.521  O34 1.000
36 H -0.314 -3.796 0.464  O34 0.954
37 O 2.514 3.313 0.842  H38 0.954, H39 0.956
38 H 2.428 4.223 0.572  O37 0.954
39 H 2.590 2.592 0.218  O37 0.956
40 O 0.035 2.322 -0.449  H41 0.936, H42 0.967
41 H 0.799 2.301 0.091  O40 0.936
42 H -0.800 2.587 -0.040  O40 0.967
43 O -3.113 1.417 -1.533  H44 0.978, H45 0.966
44 H -2.964 0.469 -1.723  O43 0.978
45 H -2.822 1.682 -2.415  O43 0.966

The net charge is 0. For the relative energy (zero: lowest compared OMol25 entry of this formula, charge and spin), the calculation gives 306.8 kJ/mol. Its largest force on an atom is 2.8 eV Å⁻¹. The HOMO-LUMO gap comes out at 10.002 eV. The total energy is -1146.52323 a.u.